(1)
Molecular formula: C8H25CdN2O5
Method: DFT, ωB97M-V/def2-TZVPD

The energy above the lowest of the compared OMol25 structures with the same formula, charge and spin is 58.9 kcal/mol. As for the HOMO-LUMO gap: 6.03 eV. As for the max |F|: 0.0901 hartree/bohr. Its total energy is -26480.383 eV. The HOMO energy is -3.3 eV. As for the charge: -1.

```
41
Properties=species:S:1:pos:R:3:forces:R:3:nbo_charge:R:1
Cd 1.242 -1.740 0.592 0.26 -0.04 0.43 1.784
O 0.963 -2.740 -1.097 -0.85 -1.58 -3.06 -1.380
H 1.290 -3.380 -1.759 -0.04 0.81 1.02 0.456
O 0.878 -2.602 2.398 -1.32 -1.11 3.06 -1.363
H 0.583 -2.282 3.273 0.28 -0.18 -0.85 0.419
O 3.159 -1.777 1.137 3.86 0.92 0.45 -1.344
H 3.791 -1.219 1.632 -0.67 -0.51 -0.39 0.420
C -1.874 -1.026 -1.522 -0.39 1.22 0.10 -0.613
C -1.954 -0.772 -0.023 -0.38 -0.35 -0.88 -0.079
C -3.362 -1.023 0.485 0.06 0.17 0.89 -0.063
O -4.309 -0.078 0.115 -0.77 1.66 0.56 -0.549
C -4.665 0.851 1.167 0.16 -1.00 -0.72 -0.257
N -1.057 -1.628 0.679 -1.21 -1.29 0.00 -0.865
H -2.174 -2.034 -1.809 0.48 -0.15 0.19 0.209
H -0.883 -0.731 -1.866 0.00 -0.55 -0.28 0.234
H -2.609 -0.363 -1.979 -0.02 0.19 -0.25 0.196
H -1.569 0.224 0.195 -0.78 0.64 -0.10 0.165
H -3.320 -1.034 1.574 0.10 -0.21 0.38 0.148
H -3.771 -1.989 0.187 0.46 -0.31 -0.27 0.179
H -3.844 1.286 1.736 0.71 0.62 -0.95 0.170
H -5.125 0.360 2.024 -0.98 -0.49 -0.33 0.161
H -5.312 1.543 0.629 0.07 0.30 0.72 0.195
H -1.523 -1.971 1.507 0.64 0.13 0.76 0.374
H -0.971 -2.481 0.145 0.39 -0.49 -0.42 0.400
C 1.106 2.747 0.492 0.25 -0.87 -2.20 -0.634
C 1.249 1.234 -0.038 -1.32 3.08 3.20 -0.056
C 2.476 0.964 -0.773 1.65 -1.74 -2.23 -0.107
O 2.720 1.895 -1.831 -0.18 1.54 0.04 -0.565
C 3.812 1.704 -2.727 -0.28 -0.29 1.01 -0.235
N 1.166 0.410 1.206 -0.60 1.40 -0.56 -0.857
H 1.908 3.096 1.143 0.03 -0.30 0.06 0.200
H 0.124 2.907 0.937 0.05 -0.16 0.16 0.193
H 1.138 3.309 -0.442 0.02 0.64 0.17 0.216
H 0.366 1.097 -0.661 -0.05 -0.43 0.08 0.191
H 2.355 0.029 -1.320 -0.13 -0.66 0.35 0.206
H 3.281 0.730 -0.077 0.58 0.63 -0.03 0.198
H 3.789 0.701 -3.154 0.19 -0.18 0.05 0.176
H 4.750 1.908 -2.210 0.26 -0.40 0.13 0.162
H 3.795 2.424 -3.545 -0.64 0.11 0.12 0.178
H 0.444 0.866 1.745 -0.81 -0.46 0.01 0.357
H 1.937 0.582 1.836 0.91 -0.31 -0.44 0.382
```
Forces are in eV/Å.

***

(2)
Molecular formula: C22H16ClN3O3
Method: DFT, ωB97M-V/def2-TZVPD

The energy above the lowest of the compared OMol25 structures with the same formula, charge and spin is 0.0 kcal/mol. As for the HOMO-LUMO gap: 8.99 eV. As for the max |F|: 0.0645 hartree/bohr. Its total energy is -46208.025 eV. The HOMO energy is -8.6 eV.

```
45
Properties=species:S:1:pos:R:3:forces:R:3:nbo_charge:R:1
O -3.589 1.316 -0.269 1.72 0.36 0.68 -0.610
Cl 3.786 2.447 3.524 -0.16 -0.08 -0.21 0.009
N -1.239 -2.429 -0.729 -0.70 0.46 0.04 -0.302
O 0.779 4.081 -0.447 -0.53 -0.56 0.03 -0.428
O 0.448 -4.456 0.127 0.39 0.34 -0.03 -0.684
C -2.400 1.001 -0.126 -2.53 1.07 -0.68 0.657
C -0.162 -1.702 -0.424 -0.89 1.23 0.03 0.225
C 1.029 5.095 -1.330 0.17 0.71 -0.27 0.088
C -0.084 5.795 -1.606 -0.84 0.69 0.68 -0.314
C -1.154 5.199 -0.798 0.92 -0.59 -0.50 -0.275
C -1.882 -0.307 -0.472 -1.20 -0.87 -0.38 0.036
C -0.585 4.110 -0.173 -0.63 2.02 -1.30 0.244
C -0.583 -0.330 -0.301 3.10 -0.99 0.64 -0.109
C 3.848 -3.123 0.154 -0.45 -1.58 0.02 -0.177
C 3.614 -1.815 -0.120 -0.72 1.51 -0.25 -0.245
C 0.744 -0.126 3.824 -0.42 -0.02 -0.31 -0.191
C 1.890 0.620 4.102 -0.27 -0.51 0.12 -0.232
C 2.759 -4.010 0.227 1.60 0.01 0.12 -0.292
C 2.308 -1.322 -0.293 0.07 -0.66 0.48 -0.158
C 0.074 0.016 2.609 -0.04 -0.22 -0.14 -0.229
C 1.754 1.564 1.909 0.36 0.86 -0.97 -0.268
C 2.380 1.491 3.153 -0.44 -0.27 -0.40 -0.021
C 1.465 -3.552 0.052 -0.48 -0.69 0.15 0.405
C 1.192 -2.200 -0.185 1.27 0.69 -0.69 -0.216
C 0.599 0.836 1.606 0.44 0.30 0.18 0.070
N -2.319 -1.558 -0.770 1.45 0.40 0.46 -0.327
N -1.315 1.743 0.309 -0.70 -0.16 -0.64 -0.408
C -1.365 3.164 0.673 0.16 -0.93 0.91 -0.265
C -0.060 0.971 0.215 -0.52 -0.25 1.32 -0.084
H -0.364 -3.969 -0.086 -0.34 -0.31 -0.08 0.500
H 2.030 5.382 -1.703 -0.53 -1.05 0.72 0.216
H -0.070 6.726 -2.201 -0.30 -0.86 0.39 0.235
H -2.212 5.483 -0.715 0.71 -0.17 -0.20 0.234
H 4.887 -3.471 0.264 -0.69 0.01 0.01 0.217
H 4.471 -1.171 -0.208 -0.01 0.45 -0.03 0.212
H 0.328 -0.854 4.527 0.37 0.42 -0.03 0.225
H 2.419 0.483 5.027 0.04 0.05 0.26 0.230
H 3.022 -5.057 0.388 -0.69 0.19 0.01 0.227
H 2.200 -0.244 -0.444 -0.21 -0.50 -0.15 0.210
H -0.840 -0.566 2.443 0.37 0.22 -0.06 0.222
H 2.182 2.234 1.133 -0.32 -0.49 0.62 0.234
H -3.272 -1.819 -0.937 0.03 -0.54 -0.08 0.427
H -1.044 3.218 1.720 0.10 0.10 0.00 0.218
H -2.431 3.469 0.667 0.68 -0.17 -0.24 0.265
H 0.577 1.451 -0.502 0.67 0.37 -0.20 0.231
```
Forces are in eV/Å.

***

(3)
Molecular formula: C8H13N2O3S
Method: DFT, ωB97M-V/def2-TZVPD

The energy above the lowest of the compared OMol25 structures with the same formula, charge and spin is 44.0 kcal/mol. As for the HOMO-LUMO gap: 6.97 eV. As for the max |F|: 0.1100 hartree/bohr. Its total energy is -28454.346 eV. The HOMO energy is -13.0 eV. As for the charge: +1.

```
27
Properties=species:S:1:pos:R:3:forces:R:3:nbo_charge:R:1
C -3.959 -0.506 -0.132 -2.92 -0.82 1.10 -0.104
C -3.851 0.839 0.192 1.70 0.89 1.02 -0.275
C -2.970 -1.416 -0.192 2.44 -1.06 -0.26 -0.296
C -2.581 1.322 0.296 -0.53 1.50 -0.76 0.077
C -1.617 -0.848 -0.134 -0.89 -0.05 -0.68 0.606
C 2.231 -0.803 -1.278 0.92 1.99 -2.12 -0.451
C 2.964 0.986 0.208 -3.46 4.34 1.08 -0.441
C 1.928 -0.904 1.145 1.96 -0.39 -0.04 -0.436
N -1.575 0.529 -0.078 1.39 -2.42 -0.04 -0.519
N 2.027 -0.079 -0.061 -2.06 0.05 1.46 -0.301
O 0.365 1.257 -1.641 -0.33 -0.60 0.77 -0.853
O 0.234 1.892 0.763 1.11 -0.36 0.58 -0.863
O -0.448 -1.346 -0.192 -0.89 0.68 -0.18 -0.644
S 0.204 0.896 -0.260 -0.82 0.86 -1.15 2.258
H -4.996 -0.858 -0.065 0.44 -0.26 -0.44 0.246
H -4.609 1.437 0.669 -0.55 -0.06 -0.62 0.260
H -3.154 -2.529 -0.237 0.42 1.58 -0.08 0.274
H -2.339 2.354 0.516 0.06 -0.11 0.20 0.257
H 1.564 -1.618 -1.362 -0.92 -0.61 -0.20 0.254
H 2.086 0.023 -2.080 0.39 -1.99 0.84 0.265
H 3.252 -1.204 -1.301 -0.08 0.27 0.02 0.237
H 2.705 1.226 1.313 1.28 0.22 -2.01 0.240
H 3.933 0.676 0.035 2.08 -0.57 -0.26 0.236
H 2.665 1.965 -0.425 1.02 -2.35 1.24 0.258
H 2.877 -1.452 1.216 -0.19 -0.22 -0.12 0.228
H 1.949 -0.280 2.011 -0.64 0.35 0.52 0.228
H 1.115 -1.559 1.074 -0.92 -0.87 0.12 0.261
```
Forces are in eV/Å.

***

(4)
Molecular formula: C23H47N5O6
Method: DFT, ωB97M-V/def2-TZVPD

As for the HOMO-LUMO gap: 9.03 eV. As for the max |F|: 0.1100 hartree/bohr. Its total energy is -44342.798 eV. The HOMO energy is -8.5 eV.

```
81
Properties=species:S:1:pos:R:3:forces:R:3:lowdin_charge:R:1
C 0.047 -1.239 -2.123 0.77 0.24 -0.97 -0.066
C 1.034 -2.203 -2.873 -1.54 0.47 1.00 -0.241
O 1.630 -3.081 -1.915 0.73 0.79 -0.86 -0.172
C 3.045 -3.030 -1.860 0.19 -1.64 1.31 -0.172
C 3.554 -2.548 -0.448 0.31 1.65 -1.54 -0.154
O 4.476 -3.472 0.137 -0.78 0.02 0.31 -0.087
C 3.913 -4.341 1.072 -0.35 -0.75 0.34 -0.291
C 2.495 -4.796 0.770 4.57 1.73 0.71 -0.158
N 1.463 -5.150 0.520 -3.57 -1.27 -0.70 0.204
C 3.989 -3.862 2.557 -0.22 -0.09 1.48 -0.189
C 3.545 -2.446 2.799 1.38 -5.33 -1.29 -0.156
N 3.376 -1.343 2.792 -0.82 4.27 0.34 0.238
C 5.423 -4.108 3.188 0.39 0.38 -0.22 -0.089
C 5.921 -2.909 4.005 -0.56 -0.56 1.08 -0.452
C 5.439 -2.807 5.474 0.01 -0.16 -0.39 -0.042
N 6.671 -2.029 3.511 0.36 0.02 -0.23 0.149
H 0.523 -0.884 -1.191 -0.42 -0.30 -0.27 0.074
H -0.066 -0.348 -2.777 -0.23 -0.45 0.38 0.068
H -0.947 -1.684 -1.971 0.48 0.14 0.20 0.073
H 0.441 -2.830 -3.563 0.48 0.37 -0.03 0.118
H 1.749 -1.556 -3.410 0.05 -0.65 0.15 0.111
H 3.400 -4.087 -1.930 -0.08 0.58 -0.13 0.128
H 3.527 -2.488 -2.691 -0.44 0.09 0.35 0.120
H 4.135 -1.623 -0.654 -0.09 -0.55 0.47 0.131
H 2.728 -2.220 0.208 0.24 -0.61 -0.22 0.121
H 4.529 -5.263 1.041 -0.35 0.41 0.05 0.163
H 3.304 -4.509 3.142 0.15 0.34 -0.46 0.149
H 5.412 -4.987 3.859 -0.26 0.35 -0.40 0.122
H 6.130 -4.340 2.371 -0.24 0.39 0.38 0.122
H 5.416 -1.738 5.740 -0.17 -0.47 0.02 0.079
H 6.142 -3.311 6.165 -0.29 0.11 -0.44 0.084
H 4.440 -3.260 5.621 0.44 0.29 -0.05 0.078
H 6.865 -1.335 4.241 0.06 0.07 -0.36 0.060
C 2.172 1.704 1.144 -0.11 -0.11 -0.10 -0.119
O 1.022 0.942 1.471 0.28 0.14 0.09 -0.208
C 0.991 0.526 2.836 -0.63 -0.14 0.09 -0.245
C -0.141 1.219 3.580 0.27 0.33 -0.27 -0.209
N 0.145 2.642 3.763 -0.20 -0.17 0.07 -0.052
C -0.991 3.419 4.258 0.26 0.10 -0.12 -0.202
C -2.207 3.549 3.343 -0.16 0.26 0.31 -0.227
O -1.956 4.303 2.168 -0.09 -0.30 0.02 -0.176
C -1.427 3.560 1.086 0.03 0.37 -0.11 -0.102
H 2.170 1.866 0.065 -0.08 -0.02 0.03 0.085
H 2.155 2.680 1.640 0.15 0.02 0.04 0.078
H 3.086 1.168 1.413 0.01 0.07 0.06 0.074
H 1.948 0.684 3.334 -0.02 0.12 -0.08 0.097
H 0.794 -0.548 2.833 0.05 0.01 0.04 0.105
H -0.265 0.752 4.561 -0.02 0.02 0.00 0.122
H -1.062 1.066 3.003 -0.05 -0.20 0.04 0.104
H 0.435 3.036 2.877 0.04 -0.05 0.04 0.066
H -0.618 4.427 4.458 -0.10 0.01 0.02 0.117
H -1.308 3.006 5.222 -0.03 -0.07 -0.05 0.116
H -2.969 4.107 3.895 0.02 0.02 -0.03 0.120
H -2.660 2.581 3.101 0.14 -0.05 -0.13 0.110
H -1.774 2.525 1.085 0.07 -0.07 0.07 0.084
H -0.334 3.593 1.093 0.01 -0.22 -0.08 0.072
H -1.760 4.036 0.162 -0.04 0.02 0.04 0.087
C -2.668 0.911 -1.903 0.08 -0.02 -0.18 -0.129
O -3.048 0.265 -3.105 -0.07 0.08 0.33 -0.204
C -4.317 -0.378 -3.024 -0.01 -0.21 -0.52 -0.212
C -5.324 0.320 -3.923 0.17 0.26 0.28 -0.213
N -5.675 1.635 -3.395 -0.06 -0.14 -0.18 -0.053
C -6.451 2.457 -4.322 0.16 0.13 0.21 -0.200
C -5.765 2.899 -5.616 -0.35 0.22 -0.06 -0.227
O -4.689 3.803 -5.417 0.04 -0.32 -0.09 -0.178
C -3.435 3.193 -5.164 0.01 0.37 0.05 -0.100
H -1.642 1.260 -2.019 -0.04 -0.04 -0.04 0.080
H -3.307 1.776 -1.702 -0.05 0.00 0.19 0.077
H -2.704 0.216 -1.057 -0.02 0.09 0.04 0.091
H -4.681 -0.442 -1.995 0.04 0.16 0.01 0.123
H -4.178 -1.400 -3.390 -0.03 -0.01 0.04 0.121
H -6.229 -0.291 -3.993 -0.01 0.03 -0.02 0.123
H -4.880 0.397 -4.923 0.01 -0.22 -0.07 0.104
H -4.825 2.134 -3.165 -0.03 -0.04 0.03 0.067
H -6.740 3.358 -3.775 -0.03 0.02 -0.10 0.118
H -7.378 1.931 -4.571 0.06 -0.05 -0.04 0.117
H -6.507 3.450 -6.202 0.02 0.01 0.02 0.120
H -5.455 2.054 -6.241 0.14 -0.05 0.11 0.109
H -3.334 2.226 -5.663 -0.06 -0.05 0.08 0.089
H -3.269 3.083 -4.089 0.10 -0.20 -0.02 0.071
H -2.658 3.859 -5.544 -0.06 0.01 -0.03 0.087
```
Forces are in eV/Å.

***

(5)
Molecular formula: C5H14N2O
Method: DFT, ωB97M-V/def2-TZVPD

The energy above the lowest of the compared OMol25 structures with the same formula, charge and spin is 23.8 kcal/mol. As for the HOMO-LUMO gap (alpha / beta): 8.95 / 5.89 eV. As for the max |F|: 0.0463 hartree/bohr. Its total energy is -10431.151 eV. The HOMO energy (alpha / beta) is -12.7 / -12.7 eV. As for the charge: +1. Its multiplicity is 2.

```
22
Properties=species:S:1:pos:R:3:forces:R:3:nbo_charge:R:1
C -2.057 0.717 0.552 -0.46 1.41 0.20 -0.658
C -0.994 0.886 -0.545 -0.93 -0.74 0.10 -0.013
C 0.134 -0.183 -0.341 -1.48 0.35 -0.61 -0.483
C -0.358 -1.501 -0.873 0.27 1.11 1.12 0.343
C -0.695 -2.595 -0.054 -0.40 -0.20 0.28 -0.177
N -0.500 -1.578 -2.155 0.28 -1.57 -1.77 -0.614
N -0.447 2.190 -0.682 0.41 0.49 -0.55 -0.853
H -1.677 1.088 1.508 -0.03 -0.40 0.11 0.223
H -2.925 1.350 0.325 0.39 0.32 -0.10 0.236
H -2.575 -0.224 0.633 0.47 -0.90 0.11 0.210
H -1.568 0.691 -1.448 0.33 -0.20 -0.54 0.178
H 0.986 0.023 -0.986 0.36 0.50 0.48 0.257
H 0.268 -0.112 0.734 0.85 -0.69 -0.06 0.259
H -0.656 -3.621 -0.387 -0.06 -0.05 -0.22 0.222
H -1.115 -2.403 0.921 0.32 0.05 0.21 0.233
H -0.744 -2.469 -2.577 -0.24 0.01 0.21 0.423
H -0.173 -0.938 -2.869 0.01 0.66 0.58 0.441
H 0.297 2.503 -0.083 -0.11 -0.21 0.36 0.383
H -1.144 2.906 -0.817 0.03 0.06 0.10 0.389
H 5.084 0.325 2.860 0.39 0.17 -0.52 0.473
H 5.665 1.817 2.916 0.30 -0.09 -0.67 0.480
O 5.195 1.126 3.369 -0.69 -0.08 1.18 -0.952
```
Forces are in eV/Å.